C5H28N2O9 | ωB97M-V with the def2-TZVPD basis set

Last column: natural (NBO) charge in e.
Element x y z (Å)
O: 0.47595 -2.51721 2.57350  -0.997
H: 4.07739 -0.64876 -0.61954  0.475
H: -1.00251 2.32350 -1.94578  0.212
H: -1.43255 -1.34089 -3.45891  0.477
O: -0.40787 3.62070 1.11328  -1.007
H: -1.07522 -3.47794 -0.04963  0.379
H: 1.99004 3.54830 0.02735  0.127
O: 3.37749 -0.44044 -1.10006  -0.956
H: 3.51668 0.17743 -1.81151  0.500
O: -0.51152 -2.91432 -2.85784  -0.977
H: -1.33471 3.42396 0.87330  0.469
C: -0.41919 -0.80292 -0.59558  0.150
H: -0.18178 3.01689 1.88403  0.507
H: 0.70907 0.85813 -1.24842  0.208
C: -0.28870 0.66969 -0.78086  -0.444
H: 1.55966 -0.09378 1.34900  0.477
N: 0.69691 -1.58680 -0.72303  -0.898
H: -0.14062 1.12199 0.27252  0.230
C: -1.28649 1.37077 -1.65522  -0.619
O: -2.19068 -0.76366 -3.26813  -0.956
H: -2.35404 0.26251 3.55522  0.478
H: 0.78696 -3.45041 2.54047  0.481
C: -1.49942 -1.40208 0.03325  -0.148
H: -2.42170 1.29358 -1.56286  0.218
H: 0.88404 -2.42356 -0.08228  0.401
H: -0.99825 0.97804 -2.62277  0.230
C: 1.69938 3.74130 -0.96229  0.290
H: -2.27673 -3.08508 0.94057  0.391
O: 0.09879 1.87901 3.14065  -1.001
O: 1.24223 -0.07872 2.19664  -0.963
N: -1.29227 -2.69288 0.66792  -0.900
H: -2.74780 -1.44983 -2.90052  0.464
H: 1.54762 -1.04784 -0.96531  0.423
O: 2.19872 3.02478 -1.82269  -0.553
H: -2.44390 -0.82632 0.15048  0.219
H: 0.81396 -0.91183 2.42717  0.508
H: 0.44912 2.28080 3.99579  0.489
H: -1.58824 -1.02011 3.27465  0.464
O: -2.08744 -0.39439 2.82066  -0.939
H: -0.10980 -2.30263 -2.23138  0.497
H: 0.80775 4.38676 -1.16526  0.132
H: 0.47428 1.13409 2.77608  0.499
H: 0.10493 -2.96906 -3.58302  0.469
H: -0.24492 -2.58672 1.96235  0.491

As for the LUMO energy: 0.28 eV. Its structure (SMILES) is CC/C(N)=C/N.C=O.O.O.O.O.O.O.O.O. The charge is 0. The value obtained for the energy relative to the best compared isomer or geometry (same formula, charge and spin) is 568.7 kJ/mol. The orbital gap comes out at 7.6418 eV. For the HOMO energy, the calculation gives -7.36 eV.

---

C3HFNdO2 | ωB97M-V with the def2-TZVPD basis set

Last column: Mulliken charge in e.
Element x y z (Å)
O: -0.72437 2.03945 -1.03229  -0.373
O: 0.08767 1.66564 1.05761  -0.316
C: 1.03840 0.97460 1.62118  -0.075
C: 2.11528 0.48115 1.88384  -0.166
C: -0.50581 1.20241 -0.20560  -0.011
H: 2.91014 -0.12717 2.27391  0.429
F: -0.00274 -2.79131 0.75865  -0.552
Nd: -0.27151 -1.25925 -0.76359  2.062

As for the LUMO energy (spin up / spin down): -6.72 / -6.52 eV. The multiplicity is 4. The charge is +1. The orbital gap (spin up / spin down) comes out at 6.6511 / 6.8465 eV. For the HOMO energy (spin up / spin down), the calculation gives -13.37 / -13.37 eV.

---

C3F3O2 | ωB97M-V with the def2-TZVPD basis set

Last column: natural (NBO) charge in e.
Element x y z (Å)
C: 1.95005 -0.41084 0.61693  0.505
C: -1.51863 -0.26195 -0.03705  0.683
F: 2.04420 -1.19220 -0.50475  -0.414
F: 2.47125 0.74568 0.18307  -0.396
C: -0.22345 0.31577 -0.14649  0.173
F: -0.21954 1.40465 -1.00418  -0.402
O: -1.24179 0.64714 0.85337  -0.511
O: -2.45165 -0.99620 -0.28777  -0.637

As for the LUMO energy: 4.29 eV. The charge is -1. The value obtained for the energy relative to the best compared isomer or geometry (same formula, charge and spin) is 363.9 kJ/mol. The orbital gap comes out at 7.8902 eV. For the HOMO energy, the calculation gives -3.60 eV.

---

C40H41BrN7O4S2Ti | ωB97M-V with the def2-TZVPD basis set

Last column: Mulliken charge in e.
Element x y z (Å)
C: 2.48790 0.63998 -5.08149  -0.577
H: 1.15537 -4.16638 2.17915  0.101
C: -1.12879 2.78881 2.18678  0.875
H: -0.75368 -3.11850 -0.30770  0.401
H: 0.17722 3.67403 -1.39369  0.251
H: 0.37196 0.36973 -4.87037  0.368
C: -3.43261 -4.88190 -3.21710  -1.147
C: 1.97624 0.87744 4.29259  -0.726
H: 0.78395 -2.46305 1.76611  -0.962
H: -3.44308 -0.46173 1.21377  0.455
H: -2.66044 -1.02207 -3.12950  0.333
C: 0.49454 -0.90125 4.94284  0.380
C: -0.01383 -3.96150 -2.59829  -0.551
H: 2.83853 -5.35508 0.60507  0.355
C: 2.45539 1.20463 -2.35691  -0.884
H: 3.08324 -1.79642 2.24947  0.154
H: 3.30137 0.87318 0.85854  0.071
H: 1.64081 4.70427 2.69860  0.309
H: -2.56960 2.36310 3.69155  0.344
H: 5.08449 -4.56044 1.22383  0.403
C: -2.14905 -4.38627 -3.00831  0.617
H: -4.99395 -1.87317 -3.52268  0.403
C: -3.09832 -3.74038 2.07423  -0.387
C: -1.03944 3.66016 4.45845  -0.619
C: -3.62454 -2.46473 2.08535  -0.806
C: 0.58156 -0.09650 2.53029  1.065
O: -1.63475 -0.94316 -0.46449  -0.671
C: 2.37300 1.02454 5.59155  -0.583
H: 4.60630 -2.88435 0.83175  0.212
H: 2.40836 4.51691 0.67552  0.556
C: -1.87499 -3.00979 -3.00064  0.442
H: 0.66957 4.86876 4.95060  0.351
C: 2.68541 2.94742 -0.74073  -1.467
C: 3.46920 0.74146 -0.20910  -1.690
C: 3.64079 1.23969 -3.08178  -0.234
C: 4.24799 -3.85444 1.20785  -0.485
C: -4.17211 -2.56546 -3.38669  -0.725
H: -1.58645 -4.99666 1.18206  0.460
H: 2.28377 3.49338 -1.59479  0.556
C: 0.90146 -0.75841 6.24574  -0.438
N: 1.20372 -1.36340 -0.31513  1.268
C: 1.55038 -3.23077 1.75545  0.929
C: 0.70176 4.20647 2.90791  -0.321
C: 3.67699 0.95913 -4.43952  -0.905
C: -2.89517 -2.07767 -3.18078  -0.165
C: -2.06157 -4.02577 1.20012  -1.291
C: 3.12691 -4.33902 0.30022  -0.862
H: 3.10791 1.78547 5.83413  0.370
S: -0.31975 0.99107 -2.21722  -0.931
N: -0.53775 -2.78815 -2.74111  -0.272
C: 0.15219 4.30787 4.18079  -0.757
H: 2.45683 -2.67846 3.65570  0.234
S: -1.89751 1.76927 0.98200  -0.763
H: 3.76876 3.17821 -0.70580  0.380
C: 1.23897 0.91079 -3.00099  1.057
C: -3.12846 -1.49504 1.23231  -0.138
H: 3.34419 -0.31069 -0.43666  0.693
O: -0.34083 -0.82793 2.00952  -0.386
N: 1.98118 -3.46514 0.36730  0.630
C: -1.58626 -3.03080 0.37917  0.159
H: -3.64740 -5.94400 -3.22073  0.371
H: 4.61579 0.97967 -4.98103  0.362
C: 1.83483 0.21913 6.61490  -0.854
O: 3.79884 -3.72128 2.54153  -0.515
C: 0.08172 3.46282 1.90896  -0.819
H: 2.50941 2.89571 1.39216  -0.156
H: 0.49318 -1.42831 6.99262  0.399
H: -1.11819 3.96428 -0.26093  0.348
H: 4.55949 1.48527 -2.56026  0.237
N: 2.48354 1.52157 -0.95360  1.631
N: -2.13507 -1.80712 0.39769  0.936
H: -1.46439 3.69626 5.45521  0.329
N: -0.92877 -4.98576 -2.75922  -0.014
H: -4.40870 -2.18861 2.77511  0.424
Ti: 0.04049 0.14045 0.11983  0.184
C: 0.98117 -0.07707 3.88214  -0.176
O: 1.18296 0.69628 1.64671  0.556
C: 2.08527 3.46081 0.56059  -0.739
H: 1.01765 -4.14410 -2.33325  0.522
H: 2.37936 1.51841 3.51976  0.092
H: 4.50351 1.05326 -0.44722  0.456
C: -4.43497 -3.94540 -3.40838  -0.339
H: 2.13219 0.33476 7.64878  0.314
H: -3.46612 -4.49484 2.75637  0.390
H: -0.75471 -5.96131 -2.60521  0.194
C: 2.72627 -2.77228 2.60344  -0.233
C: 1.30062 0.61979 -4.37236  -0.689
H: 3.47162 -4.35462 -0.73812  0.526
H: 0.22383 5.14956 -0.36564  0.268
C: 1.97270 -2.33447 -0.54089  -1.718
N: 0.65257 3.32366 0.61912  1.533
Br: -0.71531 -2.34556 4.59873  -0.202
C: -0.04607 4.07678 -0.40711  -1.211
H: -5.45153 -4.28676 -3.56524  0.356
H: 2.48559 0.39991 -6.13982  0.336
C: -1.66410 2.91441 3.46807  -0.539

As for the LUMO energy (spin up / spin down): 4.01 / 4.00 eV. The multiplicity is 2. The charge is -2. The value obtained for the energy relative to the best compared isomer or geometry (same formula, charge and spin) is 44.6 kJ/mol. The orbital gap (spin up / spin down) comes out at 3.4092 / 4.4067 eV. For the HOMO energy (spin up / spin down), the calculation gives 0.60 / -0.40 eV.

---

C33H36Cl4N6O4PW | ωB97M-V with the def2-TZVPD basis set

Last column: Mulliken charge in e.
Element x y z (Å)
C: 2.06786 -1.18370 0.97742  -0.542
C: 0.07388 0.24751 -2.80854  -0.926
C: -1.28084 3.60941 -3.22212  -0.139
C: 1.93915 -3.26690 4.17395  -0.700
H: 0.48208 4.11504 3.12376  0.302
H: -2.81433 0.50199 3.95636  0.347
H: 3.04375 0.20360 -1.42355  0.245
C: -0.06414 -1.94205 3.94118  -0.501
O: -0.86800 1.31175 -0.41349  1.041
O: -1.08264 -1.36563 -0.46166  -0.758
N: 1.52155 -1.77175 -0.15060  -0.359
N: 1.41555 1.57807 0.90738  -0.815
C: 0.69519 -2.87057 4.64184  -0.660
C: -5.98211 -1.60823 2.00858  -0.755
Cl: -0.89366 3.71026 -4.89429  -0.169
C: 0.43233 -1.43287 2.75035  0.232
H: 1.84276 4.76239 -0.32272  0.385
H: 3.30191 -2.21269 -1.18004  0.461
N: 0.97118 0.11021 -1.70410  0.253
H: -6.87615 0.10970 1.19575  0.337
Cl: -2.52743 5.98985 -3.51688  -0.193
H: 1.81345 5.96444 0.97536  0.465
H: -5.82419 -1.40772 4.61482  0.320
C: -1.75355 -1.19826 -1.62048  0.825
H: -4.92189 -0.23830 -0.11757  0.446
H: -3.29899 -2.47084 -0.89826  0.648
C: -6.00167 0.65864 3.02243  -0.820
Cl: -3.16552 5.79052 -0.45864  -0.197
N: -6.00944 -0.10358 1.68959  0.096
Cl: -2.19500 3.28916 1.14996  -0.101
C: -2.00473 4.62905 -2.60898  0.474
H: 1.99677 3.50656 3.82236  0.417
H: -1.78044 0.35482 -4.61872  0.513
H: 0.56470 -0.19032 -3.68186  0.685
C: -3.58956 -1.80291 2.13217  -1.115
H: 0.41367 4.91014 0.71528  0.241
H: -1.01481 -1.59265 4.32631  0.399
C: -4.83610 0.29074 0.83354  -1.464
H: -6.94105 0.40518 3.51579  0.367
C: 3.65090 4.02853 1.68112  -1.723
O: -0.07153 1.62300 -3.22007  -0.534
C: -2.29877 4.53384 -1.25340  0.201
H: -6.92572 -1.81974 2.51350  0.358
C: 2.31251 -0.40513 -1.96252  -0.760
C: -2.12906 -0.26070 -3.79744  -0.686
H: -5.94070 -2.12580 1.05068  0.414
H: 4.05085 3.82447 0.68812  0.383
H: 0.31665 -3.28075 5.56929  0.442
H: -3.58660 -2.44972 1.25407  0.335
C: 1.69130 -1.80896 2.27886  0.080
N: -4.89161 0.28119 3.81906  0.168
H: 3.95250 5.03477 1.97219  0.411
H: 2.51935 -3.99221 4.72776  0.404
H: -4.91319 1.36209 0.63668  0.526
C: 1.70845 2.62053 1.27821  -0.273
H: 1.81151 -2.51646 -2.08030  0.322
C: 1.56789 4.20758 3.10690  -1.593
C: -0.84280 2.48885 -2.51443  -0.031
H: -4.76030 -2.16407 -2.88123  0.468
C: -1.29531 -0.41421 -2.68827  0.354
O: -0.25394 -0.52206 2.00871  -0.558
H: -4.05277 -1.42522 4.67598  0.418
C: -3.61031 0.72260 3.24269  -1.312
C: -3.00203 -1.82238 -1.71274  -0.445
H: 2.57047 -0.35991 -3.02284  0.484
H: -2.79183 -2.16724 2.78182  0.373
H: 4.08175 3.32087 2.38842  0.408
W: 0.31812 -0.17481 0.12986  2.088
H: -3.63268 1.80663 3.11713  0.485
H: 3.41789 -3.02443 2.63287  0.478
H: 1.83241 5.21970 3.41262  0.424
C: -1.88110 3.41285 -0.54764  0.735
C: -3.80425 -1.65806 -2.82546  -0.622
P: -3.18449 -0.06737 1.61438  1.735
H: 3.05807 -0.72807 0.90554  0.600
H: -3.99118 -0.71434 -4.75083  0.436
C: 2.30061 -1.83106 -1.38626  -0.693
C: -4.91387 -1.15854 4.06579  -0.920
C: 2.11943 3.96416 1.69075  2.142
N: -4.87792 -1.93830 2.83180  0.166
C: 2.44169 -2.72546 2.99596  -0.553
C: -3.37425 -0.85586 -3.87432  -1.051
C: 1.50284 4.95801 0.69450  -1.447
C: -1.17523 2.36218 -1.15048  -1.312
H: -5.97946 1.71930 2.77399  0.387

As for the LUMO energy: -2.84 eV. The charge is +1. The value obtained for the energy relative to the best compared isomer or geometry (same formula, charge and spin) is 118.9 kJ/mol. The orbital gap comes out at 7.2424 eV. For the HOMO energy, the calculation gives -10.08 eV.